Record 1
Density functional theory data (ωB97M-V/def2-TZVPD) for C2HClO4 in the gas phase in a non-equilibrium geometry.

The gap between HOMO and LUMO (spin up / spin down) comes out at 10.03 / 5.80 eV. As for the total energy: -22796.1859 eV. The HOMO energy (spin up / spin down) comes out at -10.717 / -7.956 eV. The relative energy (zero: lowest compared OMol25 entry of this formula, charge and spin) is 171.1 kcal/mol.

Structure (XYZ):
```
8
Properties=species:S:1:pos:R:3:forces:R:3
C 2.012244 -1.194255 -0.081496 -4.69 0.75 2.11
C 0.442890 -1.287020 -0.388710 3.85 0.64 -2.44
O 2.283995 -0.807381 1.036014 0.72 -0.73 -1.18
O 2.817862 -1.483162 -1.069902 2.28 0.93 0.30
O 2.331511 -2.086264 -2.115634 -1.14 -0.82 -0.89
O -0.336342 -1.697339 0.529175 -2.08 0.14 0.97
Cl -0.288186 -0.387442 -1.685145 0.43 -0.38 0.45
H -1.241036 -1.366054 0.288920 0.64 -0.53 0.67
```
Forces are in eV/Å.

***

Record 2
Density functional theory data (ωB97M-V/def2-TZVPD) for C2HErLiO2 as an isolated structure in a non-equilibrium geometry.

The gap between HOMO and LUMO (spin up / spin down) comes out at 4.78 / 7.27 eV. As for the total energy: -33972.1378 eV. The HOMO energy (spin up / spin down) comes out at -20.322 / -22.423 eV. Its spin multiplicity is 4. Its total charge is +3.

Structure (XYZ):
```
7
Properties=species:S:1:pos:R:3:forces:R:3
O 0.006794 -1.082657 -1.392507 -0.72 -0.43 1.60
C -0.637362 -1.636457 -0.615075 0.77 0.40 -2.23
Er 2.495445 -0.162948 -0.640008 2.18 -1.34 -0.05
Li 0.688501 1.908365 -0.797390 -1.56 1.79 -0.14
H -1.143716 -2.192962 0.142932 -0.80 -0.48 0.84
C -0.480229 1.610291 1.131586 -0.83 -0.10 2.49
O -0.929433 1.556368 2.170461 0.95 0.16 -2.51
```
Forces are in eV/Å.

***

Record 3
Density functional theory data (ωB97M-V/def2-TZVPD) for C2HF2N in the gas phase in a non-equilibrium geometry.

The gap between HOMO and LUMO comes out at 11.18 eV. As for the total energy: -9011.8888 eV. The HOMO energy comes out at -12.410 eV. The relative energy (zero: lowest compared OMol25 entry of this formula, charge and spin) is 54.2 kcal/mol.

Structure (XYZ):
```
6
Properties=species:S:1:pos:R:3:forces:R:3
N -2.224224 -0.035281 -0.202079 12.12 -3.43 -2.34
C -0.942578 -0.348976 -0.401726 -13.22 3.83 2.13
C 0.363516 0.006196 0.056330 5.81 -0.07 2.42
F 1.376622 -1.015404 -0.301996 -2.44 1.98 0.49
F 0.911853 1.209918 -0.348387 -1.14 -1.02 -0.97
H 0.514812 0.183545 1.197859 -1.12 -1.29 -1.73
```
Forces are in eV/Å.

***

Record 4
Density functional theory data (ωB97M-V/def2-TZVPD) for C2HF2NS as an isolated structure in a non-equilibrium geometry.

The gap between HOMO and LUMO (spin up / spin down) comes out at 6.92 / 6.82 eV. As for the total energy: -19843.8476 eV. The HOMO energy (spin up / spin down) comes out at -7.133 / -11.626 eV. The relative energy (zero: lowest compared OMol25 entry of this formula, charge and spin) is 5.5 kcal/mol. Its spin multiplicity is 3.

Structure (XYZ):
```
7
Properties=species:S:1:pos:R:3:forces:R:3
C -1.569573 -1.163912 0.375241 -0.37 0.59 0.22
C -1.654976 0.237775 0.368552 1.48 -2.90 3.13
N -1.518006 -2.292956 0.136028 0.17 -0.58 0.22
F -2.036529 0.354139 -1.367406 -0.06 1.35 -3.12
F -2.653028 0.862175 0.904002 -1.75 1.00 0.60
S -0.200657 1.135965 0.362632 1.06 -0.51 -1.42
H 0.536482 0.056484 -0.137345 -0.55 1.06 0.37
```
Forces are in eV/Å.

***

Record 5
Density functional theory data (ωB97M-V/def2-TZVPD) for C2HF3I2 as an isolated structure in a non-equilibrium geometry.

The gap between HOMO and LUMO (spin up / spin down) comes out at 8.36 / 6.86 eV. As for the total energy: -26438.2670 eV. The HOMO energy (spin up / spin down) comes out at -8.167 / -9.594 eV. The relative energy (zero: lowest compared OMol25 entry of this formula, charge and spin) is 51.4 kcal/mol. Its spin multiplicity is 3.

Structure (XYZ):
```
8
Properties=species:S:1:pos:R:3:forces:R:3
C 1.565002 0.778051 -0.282851 0.90 -1.05 0.41
C -1.198088 -0.236590 -0.352163 3.64 -1.25 1.20
F 1.602915 1.806846 0.483081 -1.00 2.87 -0.08
F -1.672659 -0.628021 -1.493975 -1.13 -0.21 -1.32
F -1.763356 0.840646 0.103890 -1.05 1.12 0.24
I 2.584958 -0.604102 0.821532 0.88 -1.64 -0.23
I -1.052113 -1.806596 1.088821 -0.99 -0.74 0.62
H -0.066659 -0.150233 -0.368334 -1.25 0.91 -0.84
```
Forces are in eV/Å.

***

Record 6
Density functional theory data (ωB97M-V/def2-TZVPD) for C2HF3N2 in the gas phase in a non-equilibrium geometry.

The gap between HOMO and LUMO comes out at 9.71 eV. As for the total energy: -13221.0479 eV. The HOMO energy comes out at -9.477 eV. The relative energy (zero: lowest compared OMol25 entry of this formula, charge and spin) is 26.8 kcal/mol.

Structure (XYZ):
```
8
Properties=species:S:1:pos:R:3:forces:R:3
C -0.209727 -0.095655 -0.642043 0.15 -0.69 -0.10
C -0.162239 0.647228 0.668229 2.31 1.41 -3.17
N 0.772085 -2.317886 -0.868419 -0.01 0.90 0.16
N 0.375021 -1.270384 -0.736237 -0.43 -0.30 0.22
F -1.297997 1.243101 0.934862 -0.33 0.87 0.07
F 0.203620 -0.063271 1.658572 0.33 -2.03 2.17
F 0.924163 1.612423 0.582910 -2.06 -0.49 0.03
H -0.604924 0.244445 -1.597873 0.03 0.32 0.62
```
Forces are in eV/Å.

***

Record 7
Density functional theory data (ωB97M-V/def2-TZVPD) for C2HF3O in the gas phase in a non-equilibrium geometry.

The gap between HOMO and LUMO comes out at 12.42 eV. As for the total energy: -12289.7045 eV. The HOMO energy comes out at -11.651 eV. The relative energy (zero: lowest compared OMol25 entry of this formula, charge and spin) is 0.0 kcal/mol.

Structure (XYZ):
```
7
Properties=species:S:1:pos:R:3:forces:R:3
O -1.572497 0.707909 -0.849754 -0.16 -0.11 -0.33
C -0.916261 -0.113699 -0.333431 2.37 1.43 1.49
F -1.347809 -1.319274 0.002715 0.07 -0.36 -0.04
C 0.677030 0.116413 0.181206 -1.72 -1.65 -1.77
F 0.801451 -0.100015 1.493151 -0.26 0.06 0.32
F 1.085282 1.345161 -0.121852 -0.25 0.20 0.01
H 1.272804 -0.636498 -0.372036 -0.04 0.43 0.32
```
Forces are in eV/Å.

***

Record 8
Density functional theory data (ωB97M-V/def2-TZVPD) for a 2-piece molecular cluster, C2HF4NO overall in a non-equilibrium geometry.

The gap between HOMO and LUMO comes out at 12.50 eV. As for the total energy: -16497.0815 eV. The HOMO energy comes out at -11.953 eV. The relative energy (zero: lowest compared OMol25 entry of this formula, charge and spin) is 7.0 kcal/mol.

Structure (XYZ):
```
9
Properties=species:S:1:pos:R:3:forces:R:3
N -0.597270 -0.787318 -1.057721 -1.86 -1.31 -0.37
C -0.044014 0.248480 -1.371064 1.16 2.31 -0.64
F 1.255013 0.252621 -1.543487 0.60 0.12 0.13
F -0.393146 1.561338 -1.577568 -0.64 -1.97 0.23
H -1.598951 -1.005388 -1.166214 0.78 0.93 0.52
O 1.395565 0.609963 1.459358 -1.22 -0.45 -0.94
C 0.408559 -0.033908 1.568870 0.83 0.93 2.52
F 0.397167 -1.295251 1.923286 -0.28 -0.28 -0.65
F -0.822923 0.449462 1.764540 0.62 -0.28 -0.81
```
Forces are in eV/Å.

***

Record 9
Density functional theory data (ωB97M-V/def2-TZVPD) for C2HF4P in the gas phase in a non-equilibrium geometry.

The gap between HOMO and LUMO comes out at 9.93 eV. As for the total energy: -22247.2959 eV. The HOMO energy comes out at -10.492 eV. The relative energy (zero: lowest compared OMol25 entry of this formula, charge and spin) is 39.5 kcal/mol.

Structure (XYZ):
```
8
Properties=species:S:1:pos:R:3:forces:R:3
F 1.418500 2.213443 1.007393 -1.80 -1.67 -0.49
C 0.558726 1.165301 0.595017 3.38 1.96 -0.75
P 1.062252 0.295883 -0.705079 0.36 -0.81 -0.52
C -0.371395 -0.955876 -0.562363 -0.69 0.72 1.79
F -1.566541 -0.306945 -0.625971 0.11 -0.03 0.39
F -0.308441 -1.611754 0.649709 -0.15 0.67 -0.45
F -0.451223 -1.904335 -1.440771 0.59 -0.93 -1.57
H -0.341877 1.104285 1.082065 -1.80 0.09 1.60
```
Forces are in eV/Å.

***

Record 10
Density functional theory data (ωB97M-V/def2-TZVPD) for C2HF6N3O in the gas phase in a non-equilibrium geometry.

The gap between HOMO and LUMO comes out at 11.77 eV. As for the total energy: -24903.9384 eV. The HOMO energy comes out at -11.054 eV. The relative energy (zero: lowest compared OMol25 entry of this formula, charge and spin) is 9.6 kcal/mol.

Structure (XYZ):
```
13
Properties=species:S:1:pos:R:3:forces:R:3
H -1.388486 0.734799 1.104658 -1.69 0.21 0.79
N -0.497251 0.537710 0.760430 1.45 -0.21 -0.77
C -0.310986 -0.619186 0.401569 -1.64 -2.03 -0.44
F -1.177094 -1.700168 0.450684 0.59 1.63 0.30
O 0.754927 -1.179625 -0.210115 0.36 1.11 0.09
C 1.868301 -0.434369 -0.437889 1.90 -0.25 0.09
F 1.849370 0.403828 -1.498926 -0.50 -0.97 0.42
N 2.185485 0.462741 0.685156 -2.29 -0.33 1.54
F 3.355697 1.085703 0.623531 1.22 -0.40 -0.53
F 2.229644 -0.364526 1.824951 0.00 0.95 -0.35
N 2.988267 -1.403591 -0.693532 0.42 -0.50 -1.38
F 2.383789 -2.540384 -1.375586 0.95 1.49 1.64
F 3.472168 -1.816596 0.543298 -0.77 -0.71 -1.38
```
Forces are in eV/Å.

***

Record 11
Density functional theory data (ωB97M-V/def2-TZVPD) for a 2-piece molecular cluster, C2HFI2 overall.

The gap between HOMO and LUMO comes out at 7.69 eV. As for the total energy: -21006.3033 eV. The HOMO energy comes out at -9.433 eV. The relative energy (zero: lowest compared OMol25 entry of this formula, charge and spin) is 25.1 kcal/mol.

Structure (XYZ):
```
6
Properties=species:S:1:pos:R:3:forces:R:3
C -1.217816 -0.855924 -0.671946 0.89 0.02 -0.43
C -0.173084 -0.708872 -1.229819 0.12 0.24 -0.01
F 0.945993 -0.481205 -1.821173 -0.36 -0.15 0.15
H -2.110779 -1.045958 -0.163426 -0.62 -0.09 0.31
I 0.135649 1.660740 2.622461 0.21 -0.02 -0.13
I 2.420038 1.431218 1.263902 -0.24 0.00 0.12
```
Forces are in eV/Å.

***

Record 12
Density functional theory data (ωB97M-V/def2-TZVPD) for a 2-piece molecular cluster, C2HFIN overall in a non-equilibrium geometry.

The gap between HOMO and LUMO (spin up / spin down) comes out at 9.08 / 8.76 eV. As for the total energy: -14392.9855 eV. The HOMO energy (spin up / spin down) comes out at -10.799 / -9.248 eV. The relative energy (zero: lowest compared OMol25 entry of this formula, charge and spin) is 94.8 kcal/mol.

Structure (XYZ):
```
6
Properties=species:S:1:pos:R:3:forces:R:3
C -1.094728 0.373144 0.059270 0.81 -1.20 -0.50
C -0.055718 -0.525062 -0.007894 1.38 -1.84 -0.78
N -1.969046 1.090699 0.225210 -1.40 1.34 0.16
F 0.092298 -1.396382 -1.085398 -0.43 1.69 1.89
I 1.046232 -0.931139 1.711554 -0.34 0.01 -0.75
H 1.980963 1.388740 -0.902742 -0.03 0.00 -0.02
```
Forces are in eV/Å.